1.
A cluster of 10 separate species, C66H130N6O18 in total. Source: the Open Molecules 2025 dataset; level of theory: ωB97M-V/def2-TZVPD.

Structure (SMILES) ... CC1(C)CCCC(C)(C)N1O.CC1(C)CCCC(C)(C)N1O.CC1(C)CCCC(C)(C)N1O.CC1(C)CCCC(C)(C)N1O.CC1(C)CCCC(C)(C)N1O.CC1(C)CCCC(C)(C)N1O.O=C1OCCO1.O=C1OCCO1.O=C1OCCO1.O=C1OCCO1
Kohn-Sham gap ... 8.35 eV
Calculated total energy ... -4275.26132 a.u.
Molar mass ... 1295.79 g mol⁻¹

```
220
C66H130N6O18 ωB97M-V/def2-TZVPD
C 3.34941 3.40883 0.58169
C 4.73055 3.40869 -0.00289
C 5.36949 2.03348 0.33853
C 4.67295 3.41209 -1.51740
C 4.30853 4.81373 -2.14794
C 5.23102 5.87263 -1.53589
C 5.52210 5.87418 -0.03023
C 6.95855 6.46016 0.12526
C 4.44237 6.67508 0.71895
N 5.62593 4.48005 0.42047
O 5.95411 4.35744 1.75503
H 2.66258 4.05662 0.03205
H 2.80830 2.46993 0.45003
H 3.31190 3.68654 1.63535
H 5.40244 1.90536 1.42174
H 4.78741 1.20293 -0.06173
H 6.39953 1.91426 -0.00044
H 5.58880 2.99363 -1.93822
H 3.97071 2.76177 -2.04326
H 4.50381 4.90447 -3.21633
H 3.27032 5.09483 -1.96704
H 4.95244 6.88509 -1.83382
H 6.17297 5.74192 -2.07260
H 7.36845 6.34534 1.12946
H 7.04655 7.50266 -0.17658
H 7.50963 5.70173 -0.43169
H 3.49402 6.15177 0.83285
H 4.35063 7.67455 0.29336
H 4.82723 6.84823 1.72570
H 6.84803 4.00471 1.72945
C 0.87491 0.59196 -5.54495
C 0.96263 1.39419 -4.22193
C 2.02165 0.77187 -3.29301
C 1.39119 2.90914 -4.49753
C 0.95074 3.99164 -3.55446
C -0.57779 3.81598 -3.36496
C -0.90878 2.45393 -2.75075
C -0.42106 2.24944 -1.30424
C -2.50503 2.43443 -2.71206
N -0.40570 1.40818 -3.61351
O -0.92112 0.15229 -3.21812
H 0.08244 0.86763 -6.24174
H 1.87647 0.57238 -5.97436
H 0.58820 -0.44824 -5.37826
H 1.66928 -0.21691 -2.99579
H 2.88504 0.58311 -3.93168
H 2.25309 1.39481 -2.43026
H 2.48163 2.91189 -4.54414
H 1.04367 3.23015 -5.48126
H 1.43743 3.89654 -2.58161
H 1.22184 5.00878 -3.83851
H -1.07788 3.88235 -4.33145
H -0.86127 4.63263 -2.69993
H 0.64589 2.46004 -1.20824
H -0.50156 1.26890 -0.83247
H -0.90758 2.94064 -0.61319
H -2.92735 2.37698 -3.71597
H -2.95103 3.26139 -2.15858
H -2.85500 1.55683 -2.16494
H -1.42198 -0.10057 -3.99887
C 4.51180 -1.45434 8.38355
C 5.74022 -1.42410 7.43229
C 7.03211 -1.30582 8.33751
C 5.70509 -2.82884 6.82452
C 4.57790 -2.95513 5.74939
C 4.73807 -1.84462 4.70117
C 4.68506 -0.41080 5.26946
C 5.11395 0.57560 4.13311
C 3.18849 -0.05962 5.62591
N 5.70974 -0.36237 6.38386
O 5.56428 0.82854 7.04767
H 4.51073 -0.53600 8.97199
H 3.55944 -1.59082 7.87652
H 4.66869 -2.27116 9.08779
H 7.09068 -2.03817 9.14478
H 8.02121 -1.51670 7.92703
H 7.05395 -0.31043 8.78114
H 6.60995 -3.07175 6.26203
H 5.62090 -3.66204 7.52165
H 4.53971 -3.93728 5.27754
H 3.62535 -2.87988 6.27688
H 4.17111 -1.92827 3.77301
H 5.75236 -2.01715 4.33059
H 6.10059 0.32269 3.74548
H 5.19889 1.59575 4.51211
H 4.32523 0.63576 3.38352
H 2.64370 -0.62280 6.38124
H 2.54168 -0.09748 4.74684
H 3.14321 1.01713 5.79806
H 6.11715 1.44914 6.56475
C 2.29550 -0.82016 0.20671
C 1.19623 -1.73234 0.87820
C 1.79992 -3.17732 1.04391
C 0.97066 -1.24221 2.38639
C -0.38774 -1.73062 3.00990
C -1.54409 -1.54335 2.03884
C -1.37935 -2.09651 0.57175
C -1.35522 -3.66777 0.58980
C -2.56940 -1.65809 -0.24329
N -0.06348 -1.50551 0.13822
O 0.05374 -1.89679 -1.18248
H 2.49636 -1.22985 -0.78455
H 1.92122 0.18152 -0.00729
H 3.22838 -0.74899 0.76554
H 1.84248 -3.60091 0.03817
H 2.82198 -3.03064 1.39627
H 1.41457 -3.96137 1.69562
H 1.76372 -1.70694 2.97459
H 1.18744 -0.17856 2.49615
H -0.16997 -2.70114 3.45743
H -0.50858 -1.12933 3.91281
H -1.79695 -0.48510 1.96424
H -2.43475 -2.08314 2.36704
H -2.30582 -3.99333 0.16741
H -1.13906 -4.14950 1.54287
H -0.58929 -4.03373 -0.09546
H -3.53123 -2.13566 -0.05789
H -2.36383 -1.95540 -1.27386
H -2.69632 -0.57427 -0.24004
H -0.06446 -1.06782 -1.65617
C -6.90711 1.56225 4.72856
C -6.83487 2.04820 3.29211
C -8.01749 1.49502 2.44839
C -7.02211 3.60720 3.40714
C -5.83520 4.30364 4.07463
C -4.52992 4.00985 3.22253
C -4.25223 2.51854 2.89612
C -3.22100 2.40042 1.77241
C -3.61965 1.85337 4.15019
N -5.53104 1.78972 2.55754
O -5.28863 0.46620 2.33869
H -6.21975 1.78132 5.54435
H -7.84710 1.95664 5.11995
H -7.01417 0.47549 4.73298
H -8.15389 0.42503 2.28767
H -8.97575 1.68537 2.93888
H -8.21865 1.99813 1.50181
H -7.04414 3.94766 2.36966
H -7.93941 3.94734 3.88799
H -6.07541 5.36548 4.01215
H -5.67970 4.03865 5.11994
H -3.82413 4.43614 3.93809
H -4.45374 4.67937 2.36543
H -2.30968 1.82819 1.95235
H -2.92717 3.34366 1.31083
H -3.55960 1.79130 0.93033
H -3.61718 0.76308 4.11732
H -4.23072 2.06725 5.02770
H -2.58769 2.14858 4.33997
H -5.43839 0.29990 1.40373
C -3.03216 -3.17024 -7.65566
C -2.58117 -3.04759 -6.20626
C -1.16762 -2.43666 -6.22698
C -3.52686 -2.02623 -5.52846
C -3.72583 -2.08604 -4.02614
C -4.15908 -3.53544 -3.61843
C -3.06855 -4.60113 -4.15443
C -1.81303 -4.51159 -3.23280
C -3.65296 -6.02920 -3.97573
N -2.76617 -4.42025 -5.62917
O -1.95331 -5.34881 -6.19550
H -2.20863 -3.63954 -8.19667
H -3.94438 -3.70994 -7.90894
H -3.13676 -2.19165 -8.12791
H -0.86365 -2.33463 -5.18417
H -0.45195 -3.08266 -6.73757
H -1.16219 -1.50660 -6.79403
H -3.04971 -1.04359 -5.51113
H -4.48594 -1.96347 -6.04158
H -2.87702 -1.83862 -3.38615
H -4.53076 -1.42685 -3.69818
H -5.08082 -3.67340 -4.18548
H -4.31143 -3.58112 -2.54084
H -1.05194 -5.24496 -3.50443
H -2.05040 -4.58969 -2.17256
H -1.28658 -3.57862 -3.44312
H -2.97056 -6.82950 -4.26415
H -4.57491 -6.09056 -4.55514
H -3.87341 -6.25874 -2.93269
H -2.55310 -6.02226 -6.52946
O 3.39892 -1.70609 -5.59029
C 2.77002 -2.60794 -5.00830
O 2.26224 -3.70288 -5.60586
C 1.43998 -4.42943 -4.72525
C 1.94939 -3.92985 -3.32649
O 2.52064 -2.69319 -3.67422
H 0.37303 -4.31669 -4.91482
H 1.61040 -5.49790 -4.85768
H 2.74942 -4.52494 -2.88297
H 1.22248 -3.75707 -2.53285
O -6.15784 -1.13442 -0.78071
C -6.32327 -0.02298 -1.22978
O -6.36142 1.11076 -0.55272
C -6.62503 2.19713 -1.42035
C -6.44730 1.58603 -2.80006
O -6.42518 0.22891 -2.56580
H -7.70381 2.28397 -1.27616
H -6.07679 3.07918 -1.09702
H -5.48421 1.90939 -3.19794
H -7.30730 1.85431 -3.41202
O -6.32225 -4.65184 5.23865
C -6.41766 -4.05975 4.16249
O -7.46660 -3.33967 3.78296
C -7.28609 -2.66338 2.57636
C -5.82054 -2.93705 2.25927
O -5.45192 -3.89804 3.23417
H -7.97221 -3.11867 1.86374
H -7.34867 -1.58218 2.69700
H -5.15104 -2.07866 2.28758
H -5.86840 -3.33395 1.24465
O 6.10654 0.73402 -3.56643
C 5.95351 -0.32160 -3.01210
O 4.81857 -0.72241 -2.38360
C 5.15263 -1.89493 -1.63454
C 6.43636 -2.40429 -2.30290
O 6.83064 -1.29023 -3.08264
H 5.14200 -1.59222 -0.58776
H 4.36632 -2.63391 -1.78990
H 6.28432 -3.23903 -2.98609
H 7.17892 -2.65125 -1.54462
```

---

2.
A cluster of 13 separate species, C66H135N6O28P7 in total. Source: the Open Molecules 2025 dataset; level of theory: ωB97M-V/def2-TZVPD.

ΔE to the lowest compared entry with this formula, charge and spin ... 0.0 kcal per mole
Kohn-Sham gap ... 8.23 eV
Calculated total energy ... -7421.12769 a.u.
Molar mass ... 1677.64 g mol⁻¹

```
242
C66H135N6O28P7 ωB97M-V/def2-TZVPD
C 26.71518 -3.16979 -10.39229
C 27.90077 -2.25365 -10.44077
O 28.38104 -2.31976 -11.78848
P 29.77843 -3.10841 -12.14441
O 30.82171 -2.76510 -11.08344
O 30.05353 -2.75339 -13.68614
C 28.93625 -3.06008 -14.56567
C 29.37609 -2.66879 -15.97512
O 29.28306 -4.67009 -12.19002
C 30.20591 -5.65100 -12.49650
C 29.50149 -6.98320 -12.43696
H 26.07881 -3.13501 -11.27656
H 27.13404 -4.17024 -10.50075
H 26.23518 -3.14237 -9.41406
H 27.53857 -1.24350 -10.24970
H 28.58917 -2.58444 -9.66310
H 28.78078 -4.13633 -14.49087
H 28.04750 -2.47725 -14.32376
H 30.15246 -3.30195 -16.40463
H 28.47740 -2.83914 -16.56795
H 29.66266 -1.62441 -16.09858
H 30.63036 -5.45655 -13.48144
H 31.03440 -5.61149 -11.78929
H 28.95918 -7.12541 -13.37173
H 30.17650 -7.82657 -12.29133
H 28.72264 -6.88494 -11.68076
C 14.10142 6.84123 -14.03139
C 14.36112 6.03535 -12.78028
O 14.74951 6.90016 -11.67671
P 15.40761 6.35102 -10.35286
O 15.65641 7.47361 -9.36365
O 14.54612 5.15744 -9.79433
C 14.74704 4.56620 -8.55108
C 13.94885 3.28750 -8.44100
O 16.79692 5.67736 -10.80615
C 17.80527 6.42821 -11.35613
C 18.94937 5.45953 -11.51763
H 13.81691 6.15741 -14.83110
H 13.40853 7.66282 -13.84977
H 15.01190 7.28092 -14.43855
H 13.54058 5.40348 -12.44037
H 15.18369 5.41089 -13.12888
H 15.79668 4.27495 -8.51189
H 14.51275 5.19880 -7.69491
H 12.88344 3.51446 -8.47957
H 14.23593 2.67035 -9.29236
H 14.25641 2.73483 -7.55327
H 17.50019 6.95276 -12.26160
H 18.19816 7.13341 -10.62371
H 19.81257 5.97325 -11.94081
H 19.22060 5.00860 -10.56306
H 18.70598 4.69164 -12.25195
C 23.96912 -0.95802 -9.55650
C 23.97899 -1.29087 -8.05195
O 24.70395 -0.26595 -7.38168
P 26.29178 -0.48772 -7.02451
O 27.26177 -0.24930 -8.11372
O 26.48191 0.62414 -5.80148
C 26.32999 1.98892 -6.08558
C 27.04850 2.92292 -5.13986
O 26.35649 -1.91524 -6.22045
C 27.57904 -2.20357 -5.52501
C 28.44208 -3.30155 -6.24236
H 24.95815 -1.07976 -9.99822
H 23.30394 -1.63356 -10.09435
H 23.60148 0.04764 -9.76047
H 23.00043 -1.24436 -7.57408
H 24.30894 -2.32117 -7.91887
H 26.65437 2.21826 -7.10061
H 25.27389 2.25240 -6.02783
H 26.90075 2.68791 -4.08580
H 28.09446 2.93327 -5.44641
H 26.71519 3.95854 -5.20688
H 28.20693 -1.33015 -5.34897
H 27.30866 -2.66730 -4.57635
H 27.92094 -4.25880 -6.25619
H 28.73862 -2.97203 -7.23814
H 29.39835 -3.44066 -5.73807
C 17.33836 -1.20593 -15.49526
C 17.16693 -0.17668 -14.33982
O 17.26548 1.11553 -14.87038
P 18.26554 2.22580 -14.22731
O 19.69556 2.09752 -14.62752
O 17.55648 3.63118 -14.55739
C 17.61981 4.25247 -15.80611
C 16.51079 5.30786 -16.02649
O 18.14193 2.08048 -12.60377
C 16.90449 2.43956 -11.94170
C 17.35615 2.01719 -10.52625
H 18.38010 -1.10152 -15.79854
H 17.03169 -2.24365 -15.36411
H 16.71482 -0.87570 -16.32607
H 16.18505 -0.16659 -13.86662
H 17.86998 -0.44769 -13.55218
H 18.62144 4.67239 -15.89839
H 17.58894 3.43615 -16.52774
H 16.61445 5.79966 -16.99371
H 15.53108 4.83144 -16.06247
H 16.65246 6.04895 -15.23985
H 16.65570 3.50038 -11.97065
H 16.06630 1.88284 -12.36073
H 17.64243 0.96556 -10.51202
H 18.21034 2.65530 -10.29982
H 16.60710 2.25501 -9.77097
C 25.32805 -0.80981 -12.96778
C 25.78070 -0.00464 -14.18189
O 24.97755 1.08232 -14.33838
P 25.30465 2.21010 -15.43876
O 25.40345 1.63583 -16.82657
O 26.56314 3.02522 -14.88266
C 26.72892 3.43534 -13.49630
C 26.52026 4.92174 -13.55812
O 24.21323 3.37765 -15.38289
C 22.88594 2.96278 -15.70857
C 22.49698 3.26941 -17.16633
H 24.26112 -0.98830 -13.10158
H 25.89035 -1.74335 -12.94731
H 25.50599 -0.44399 -11.95655
H 26.80731 0.32726 -14.02702
H 25.75977 -0.67202 -15.04345
H 26.05781 2.99086 -12.76135
H 27.76434 3.20717 -13.24342
H 27.18717 5.36315 -14.29873
H 25.50848 5.18153 -13.86942
H 26.77453 5.45232 -12.64055
H 22.49739 1.98277 -15.43164
H 22.23491 3.57696 -15.08645
H 22.99540 2.57583 -17.84355
H 21.43833 3.17403 -17.40769
H 22.79004 4.27569 -17.46567
C 20.45368 6.33727 -8.13234
C 19.52022 5.33224 -7.36775
O 20.24603 4.17001 -6.97392
P 19.62141 2.99604 -6.07150
O 19.80509 3.16622 -4.61143
O 18.12619 2.77555 -6.71514
C 17.11527 1.95936 -6.06972
C 17.42393 0.49963 -6.17808
O 20.41386 1.71662 -6.64231
C 21.79095 1.52559 -6.47634
C 21.90018 0.41636 -5.37521
H 19.95076 7.22074 -8.52561
H 21.18228 6.82171 -7.48231
H 21.05317 5.85764 -8.90608
H 19.16540 5.87603 -6.49225
H 18.66094 5.04474 -7.97362
H 17.00706 2.14631 -5.00135
H 16.10272 2.07930 -6.45505
H 18.39846 0.23544 -5.76748
H 16.51800 -0.00832 -5.84736
H 17.64442 0.20039 -7.20274
H 22.24029 1.08259 -7.36513
H 22.32207 2.43523 -6.19611
H 22.87208 -0.03209 -5.16929
H 21.48235 0.64179 -4.39404
H 21.27865 -0.38398 -5.77677
C 30.42481 4.22050 -18.31727
C 29.27529 3.30150 -17.92821
O 29.22309 3.11593 -16.55668
P 29.26688 1.57905 -16.03871
O 28.26431 0.63197 -16.61142
O 30.78800 1.07314 -16.37108
C 31.87075 1.77367 -15.73142
C 33.22318 1.20058 -16.13890
O 29.26026 1.78260 -14.43522
C 29.50726 0.59981 -13.61845
C 29.39155 0.83496 -12.08307
H 31.11765 3.58725 -18.87142
H 30.24139 4.97090 -19.08626
H 30.95645 4.50382 -17.40887
H 28.34167 3.77723 -18.22841
H 29.34913 2.39361 -18.52687
H 31.82824 2.85645 -15.84928
H 31.85402 1.46208 -14.68705
H 33.32982 1.45767 -17.19277
H 34.02843 1.66851 -15.57258
H 33.33140 0.13093 -15.95931
H 28.89395 -0.24213 -13.93952
H 30.50517 0.20511 -13.80948
H 28.31610 0.81684 -11.90655
H 29.92147 0.08874 -11.49108
H 29.82313 1.80998 -11.85682
N 22.37198 2.53829 -12.03399
C 23.28952 2.28587 -11.11106
C 22.67184 2.44425 -9.90479
C 21.32941 2.72712 -10.10300
C 21.17150 2.78649 -11.48609
H 22.54842 2.43817 -13.02340
H 24.28464 1.97661 -11.39478
H 23.12165 2.23292 -8.94592
H 20.54407 2.80895 -9.36614
H 20.35996 3.12517 -12.11306
N 23.12261 -2.09999 -16.29774
C 22.82937 -0.75931 -16.23757
C 21.68931 -0.65288 -15.43265
C 21.39077 -1.87201 -14.82885
C 22.19713 -2.76255 -15.49682
H 23.89107 -2.40720 -16.87670
H 23.44708 -0.19556 -16.92095
H 21.10582 0.25181 -15.34625
H 20.50849 -2.04544 -14.23060
H 22.16229 -3.84198 -15.50034
N 25.25297 6.09259 -5.94194
C 25.25121 5.78858 -7.27150
C 23.93679 5.31992 -7.51547
C 23.19351 5.35317 -6.33835
C 24.03745 5.87216 -5.38116
H 25.99896 6.51697 -5.40950
H 26.14792 5.84874 -7.87040
H 23.62469 4.90005 -8.46030
H 22.23406 4.97843 -6.01370
H 23.97322 5.98114 -4.30859
N 27.73868 5.15902 -10.33041
C 26.52629 4.62107 -10.09298
C 26.69190 3.26835 -9.79320
C 28.06479 2.95109 -9.66910
C 28.66830 4.16983 -10.04089
H 27.91422 6.10305 -10.64361
H 25.63973 5.22975 -10.19263
H 25.88985 2.55719 -9.66148
H 28.56121 2.03858 -9.37367
H 29.72742 4.36119 -10.13062
N 22.42342 7.29024 -15.48597
C 21.26464 6.55800 -15.58031
C 21.13824 5.76263 -14.46810
C 22.11375 6.08609 -13.57989
C 22.91713 7.03896 -14.21991
H 22.77627 7.94024 -16.17380
H 20.70026 6.69518 -16.49082
H 20.29814 5.08552 -14.42147
H 22.20760 5.72316 -12.56703
H 23.78125 7.58800 -13.87601
N 20.18864 -0.11116 -10.50205
C 19.76733 -0.64994 -9.32496
C 19.05838 -1.82066 -9.63561
C 19.16389 -1.99311 -11.06321
C 19.87448 -0.89842 -11.56826
H 20.68956 0.76213 -10.58287
H 20.01057 -0.25099 -8.35126
H 18.51932 -2.35166 -8.86500
H 18.67839 -2.80688 -11.58133
H 20.19232 -0.65523 -12.57137
```